Record 1
The following is a quantum chemistry calculation of a molecular structure, C45H54ClN2O7PSiTi, from the Open Molecules 2025 dataset.

ORCA input file:
```
! RIJCOSX wB97M-V def2-TZVPD def2/J DEFGRID3
* xyz 2 1
Ti -0.333 -0.402 0.954
N 6.092 -0.399 0.761
C 5.100 0.088 1.072
C 3.860 0.698 1.457
C 3.817 1.869 2.210
C 2.584 2.395 2.555
C 1.433 1.743 2.160
N 1.481 0.622 1.410
C 2.671 0.106 1.069
H 4.737 2.348 2.518
H 2.507 3.298 3.143
H 0.452 2.111 2.437
H 2.676 -0.798 0.475
C 0.636 5.408 0.837
C -0.679 5.036 1.084
C -1.174 3.842 0.579
C -0.346 3.014 -0.177
C 0.972 3.393 -0.433
C 1.457 4.589 0.071
P -0.890 1.380 -0.735
C -0.009 1.071 -2.268
C 0.839 -0.028 -2.384
C 1.603 -0.200 -3.530
C 1.509 0.719 -4.565
C 0.660 1.815 -4.456
C -0.090 1.999 -3.309
C -2.672 1.334 -0.973
C -3.226 1.205 -2.246
C -4.604 1.180 -2.395
C -5.428 1.284 -1.284
C -4.878 1.383 -0.013
C -3.503 1.390 0.151
H 1.013 6.347 1.219
H -1.329 5.688 1.653
H -2.207 3.579 0.755
H 1.615 2.769 -1.045
H 2.473 4.891 -0.150
H 0.924 -0.767 -1.592
H 2.270 -1.046 -3.608
H 2.105 0.586 -5.458
H 0.593 2.532 -5.263
H -0.727 2.872 -3.214
H -2.593 1.125 -3.119
H -5.033 1.083 -3.383
H -6.503 1.275 -1.407
H -5.519 1.449 0.856
H -3.092 1.425 1.153
C -5.586 -1.327 2.979
C -4.269 -1.461 3.719
C -3.427 -2.580 3.121
C -4.503 -1.667 5.208
O -3.574 -0.182 3.531
Si -2.053 0.230 3.825
O -1.196 -0.039 2.353
O -1.820 1.821 3.915
C -2.536 2.850 4.664
C -3.664 3.351 3.776
C -1.517 3.943 4.937
C -3.083 2.268 5.959
O -1.376 -0.727 4.913
C -0.114 -0.862 5.612
C -0.121 0.095 6.792
C 1.033 -0.542 4.663
C -0.049 -2.311 6.068
H -6.206 -2.205 3.161
H -5.414 -1.243 1.906
H -6.126 -0.446 3.328
H -3.959 -3.528 3.198
H -2.481 -2.677 3.659
H -3.235 -2.382 2.064
H -5.054 -2.593 5.376
H -5.092 -0.845 5.617
H -3.555 -1.727 5.743
H -3.258 3.762 2.850
H -4.229 4.135 4.281
H -4.346 2.532 3.537
H -1.120 4.333 3.997
H -0.691 3.555 5.536
H -1.979 4.766 5.482
H -3.809 1.478 5.753
H -3.586 3.046 6.533
H -2.278 1.862 6.575
H -0.148 1.131 6.445
H 0.775 -0.042 7.397
H -0.992 -0.090 7.421
H 0.939 0.481 4.289
H 1.047 -1.246 3.827
H 1.984 -0.628 5.190
H -0.901 -2.543 6.707
H 0.865 -2.491 6.634
H -0.063 -2.982 5.208
C 3.347 -4.458 1.227
C 3.086 -4.235 -0.235
C 4.104 -3.897 -1.114
C 3.843 -3.702 -2.465
Cl 5.131 -3.265 -3.532
C 2.564 -3.856 -2.963
C 1.526 -4.172 -2.093
C 1.792 -4.358 -0.749
O 0.811 -4.689 0.175
C -0.436 -4.106 -0.010
C -0.365 -2.622 0.233
O 0.681 -2.077 0.737
O -1.347 -1.838 0.008
H 4.384 -4.237 1.470
H 3.141 -5.493 1.503
H 2.698 -3.830 1.840
H 5.116 -3.785 -0.746
H 2.377 -3.756 -4.023
H 0.535 -4.315 -2.505
H -1.117 -4.515 0.741
H -0.899 -4.288 -0.983
*
```

***

Record 2
The following is a quantum chemistry calculation of a molecular structure, C8H33MgN14O9, from the Open Molecules 2025 dataset.

ORCA input file:
```
! RIJCOSX wB97M-V def2-TZVPD def2/J DEFGRID3
* xyz 1 1
Mg -3.502 3.501 3.815
C -1.077 0.910 0.194
O -1.447 2.113 0.945
H -1.923 0.730 -0.469
H -0.151 1.036 -0.368
H -0.880 -0.043 0.685
C -4.984 -4.788 -1.391
O -5.044 -5.210 -2.574
N -5.046 -3.555 -1.001
N -4.617 -5.566 -0.390
H -4.654 -3.232 -0.128
H -5.004 -2.921 -1.786
H -4.257 -6.470 -0.660
H -4.247 -5.278 0.504
C 1.684 -5.853 1.519
O 1.145 -6.874 1.823
N 2.942 -5.531 1.837
N 1.292 -4.994 0.687
H 3.341 -4.609 1.732
H 3.543 -6.049 2.462
H 1.652 -4.054 0.608
H 0.470 -5.238 0.153
C 3.681 5.114 3.673
O 3.315 4.407 4.637
N 3.262 4.905 2.467
N 4.627 5.961 3.847
H 3.618 5.396 1.659
H 2.446 4.312 2.422
H 4.895 6.613 3.123
H 4.984 6.183 4.765
C 5.268 -0.826 -1.839
O 5.818 -1.537 -1.021
N 5.089 0.475 -1.663
N 4.864 -1.224 -3.008
H 5.676 0.809 -0.912
H 4.793 0.981 -2.485
H 4.640 -0.468 -3.640
H 4.990 -2.197 -3.249
C -3.073 0.561 -6.784
O -2.887 0.015 -7.798
N -4.188 0.676 -6.132
N -2.191 1.221 -6.178
H -4.256 1.220 -5.284
H -5.026 0.204 -6.439
H -2.416 1.915 -5.481
H -1.231 1.027 -6.423
C -4.731 5.282 -3.377
O -5.018 5.929 -4.354
N -5.506 4.919 -2.396
N -3.495 4.907 -3.068
H -5.387 4.042 -1.910
H -6.403 5.234 -2.737
H -3.474 4.486 -2.150
H -2.717 5.206 -3.639
C 3.452 -1.558 5.314
O 2.251 -1.432 5.507
N 4.205 -2.315 5.982
N 4.078 -0.868 4.389
H 3.745 -2.908 6.658
H 5.205 -2.381 5.856
H 5.082 -0.947 4.313
H 3.389 -0.301 3.917
O -3.476 0.003 4.933
H -2.826 -0.678 5.107
H -4.309 -0.387 5.200
*
```

***

Respective ΔE to the lowest compared entry with this formula, charge and spin values: 1.2 1329.6 kJ/mol.
Respective orbital gap values: 5.703 2.464 eV.